No. 1
53
Properties=species:S:1:pos:R:3:forces:R:3:nbo_charge:R:1 method="wB97M-V/def2-TZVPD" de_lowest_kcal_mol=12.87 orbital_gap_ha=0.230 charge=0
Pd -0.6186 -1.1720 -1.6539 -1.69 -1.74 -0.55 0.9838
O 5.8423 0.9939 -1.3341 -0.02 0.02 -0.01 -0.7179
C 5.5588 -0.3898 -1.3075 0.07 0.03 0.02 -0.0899
C 4.0733 -0.6003 -1.3734 0.04 -0.11 -0.05 0.0326
C 3.5570 -1.8911 -1.3903 0.06 0.24 -0.01 -0.2301
C 2.1935 -2.0605 -1.5037 -0.04 -0.34 -0.06 0.0694
N 1.3567 -1.0291 -1.5814 0.44 0.21 0.08 -0.4101
C 1.8300 0.2278 -1.5293 0.36 -0.36 -0.04 0.1583
C 3.1917 0.4648 -1.4387 -0.07 0.33 0.02 -0.2250
C 0.7906 1.2685 -1.5517 -0.30 0.38 -0.03 0.2487
C 1.0232 2.6297 -1.4971 0.35 -0.12 0.04 -0.2265
C -0.0407 3.5203 -1.4500 -0.13 0.06 0.01 0.0108
C 0.2149 5.0030 -1.3435 0.05 0.00 0.11 -0.0900
O 0.9100 5.3396 -0.1528 0.04 -0.07 -0.03 -0.6993
C -1.3281 3.0057 -1.4713 0.24 0.06 -0.07 -0.2321
C -1.4992 1.6366 -1.5737 -0.34 -0.08 -0.06 0.0632
N -0.4718 0.7958 -1.6100 0.19 0.56 0.06 -0.4284
H 6.7936 1.1220 -1.3814 -0.01 -0.02 0.01 0.4843
H 5.9450 -0.8544 -0.3934 -0.02 -0.01 0.02 0.1868
H 6.0180 -0.9063 -2.1571 0.00 0.00 -0.02 0.1880
H 4.2115 -2.7503 -1.3270 -0.06 -0.04 -0.02 0.2311
H 1.7369 -3.0432 -1.5456 -0.11 0.06 0.01 0.2550
H 3.5727 1.4750 -1.4141 0.04 -0.03 0.00 0.2461
H 2.0404 2.9989 -1.4789 -0.04 0.06 0.05 0.2323
H -0.7291 5.5493 -1.4157 -0.01 0.00 -0.06 0.1758
H 0.8646 5.3239 -2.1574 -0.05 0.03 -0.04 0.2001
H 0.3726 5.0823 0.6038 -0.01 0.02 0.01 0.4696
H -2.1881 3.6601 -1.4280 -0.03 -0.04 -0.02 0.2327
H -2.4831 1.1835 -1.6380 0.06 -0.11 0.03 0.2549
O -4.2397 -2.7907 -1.1962 -0.33 0.82 -0.14 -0.5981
C -3.1078 -2.4794 -1.4471 1.55 -1.82 0.17 0.6779
O -2.6118 -1.3150 -1.7653 -0.32 1.14 0.10 -0.7706
C -1.9690 -3.6376 -1.4279 -1.76 1.60 0.08 0.6697
O -2.3068 -4.7599 -1.1657 0.80 -0.34 -0.11 -0.5980
O -0.7893 -3.1677 -1.7250 1.05 -0.33 0.14 -0.7643
C -3.8574 -0.9780 2.6850 0.05 -0.04 -0.04 -0.6093
C -2.3327 -1.0244 2.7204 0.02 0.06 0.12 0.0944
C -1.8781 -2.2477 3.5123 -0.06 0.03 -0.05 -0.6239
C -1.7959 0.2586 3.3696 0.01 -0.09 -0.04 -0.6314
N -1.9006 -1.1769 1.3229 0.05 0.00 0.11 -0.4668
N -0.5067 -1.2808 1.0837 0.00 0.18 0.28 -0.6891
H -4.2536 -0.9487 3.7011 -0.03 0.04 -0.02 0.2056
H -4.2477 -1.8590 2.1753 0.00 0.02 -0.02 0.2420
H -4.2081 -0.0898 2.1529 -0.02 -0.02 -0.01 0.2022
H -2.3160 -2.2305 4.5113 0.02 0.00 0.00 0.2122
H -0.7926 -2.2726 3.6282 -0.01 -0.03 -0.01 0.1981
H -2.2054 -3.1551 3.0027 0.03 -0.02 0.02 0.2323
H -2.1975 0.3678 4.3785 0.03 0.04 0.00 0.2168
H -2.0943 1.1330 2.7845 -0.01 0.01 0.03 0.1997
H -0.7057 0.2476 3.4512 -0.01 0.01 0.01 0.1952
H -2.2487 -0.4008 0.7713 -0.09 -0.14 -0.15 0.3478
H -0.2078 -2.1992 1.3858 0.04 -0.02 -0.09 0.3629
H 0.0346 -0.5768 1.5858 -0.03 -0.10 0.18 0.3207



No. 2
54
Properties=species:S:1:pos:R:3:forces:R:3:lowdin_charge:R:1 method="wB97M-V/def2-TZVPD" spin_multiplicity=2 de_lowest_kcal_mol=60.67 orbital_gap_ha="0.196 / 0.207" charge=+2
Re -0.2983 0.2982 -0.8599 0.05 0.16 3.00 1.8893
O -6.2134 1.3421 0.3221 -0.51 0.29 -0.22 0.1825
C -5.6910 0.6997 1.3421 0.44 -0.36 0.57 -0.4777
O -6.3083 0.3772 2.3147 -0.03 0.07 -0.17 0.1659
C -4.2328 0.3143 1.2795 0.13 0.13 -0.46 0.0033
C -3.6147 -0.4620 2.2416 -0.24 0.12 -0.05 0.0711
N -2.3451 -0.6578 1.8552 0.19 -0.25 0.11 0.0872
N -2.0902 -0.0594 0.6966 0.56 0.47 -1.26 0.0024
C -3.2183 0.5426 0.3334 -0.10 -0.17 0.41 -0.1153
C -3.1117 1.3215 -0.9090 -1.44 -0.24 0.81 -0.4465
O -4.0096 1.8750 -1.4703 0.46 0.01 -0.08 0.2004
O -1.8497 1.3276 -1.3461 1.60 -0.51 -0.57 -0.2380
H -5.6062 1.6000 -0.3872 0.23 -0.08 0.00 0.0913
H -4.0295 -0.8630 3.1529 0.07 -0.04 0.02 0.1657
H -1.6328 -1.1748 2.3499 0.00 -0.05 -0.02 0.1736
C 2.1372 -1.5409 -1.8122 -0.05 -0.26 -0.08 -0.0284
N 1.9470 -0.1228 -1.4119 -0.72 0.34 0.15 -0.3292
C 2.8557 0.1903 -0.2758 0.20 0.02 0.29 -0.0346
C 2.3807 0.7465 -2.5338 -0.09 0.21 -0.25 -0.1671
C 1.3148 0.7898 -3.5854 0.32 -0.16 0.00 -0.1702
N 0.0372 1.2160 -2.9760 -0.03 0.01 0.81 -0.3493
C -1.0597 0.8053 -3.8945 -0.32 -0.07 -0.15 -0.0361
C 0.0381 2.7028 -2.8487 -0.03 0.32 -0.09 -0.0367
H 3.2001 -1.7289 -1.9739 0.00 0.04 0.01 0.1242
H 1.6033 -1.7600 -2.7352 -0.02 0.06 0.01 0.0986
H 1.7769 -2.2121 -1.0413 0.07 0.06 0.04 0.0797
H 3.8851 0.2467 -0.6341 -0.04 -0.07 -0.10 0.1241
H 2.8169 -0.5877 0.4824 -0.01 -0.03 -0.08 0.0958
H 2.5863 1.1469 0.1684 0.02 -0.01 -0.07 0.1077
H 3.3060 0.3579 -2.9643 0.06 0.00 0.12 0.1526
H 2.5864 1.7431 -2.1457 0.00 -0.03 0.07 0.1311
H 1.1827 -0.1864 -4.0500 -0.09 0.01 0.01 0.1259
H 1.6001 1.4890 -4.3735 -0.09 -0.02 -0.05 0.1526
H -0.8470 1.1741 -4.8997 0.12 -0.02 0.03 0.1237
H -2.0076 1.2239 -3.5757 0.05 0.05 0.01 0.0906
H -1.1385 -0.2829 -3.9297 0.07 0.01 -0.01 0.1077
H 0.1735 3.1505 -3.8356 0.01 -0.10 -0.03 0.1206
H 0.8441 3.0320 -2.1968 0.01 -0.06 -0.01 0.0983
H -0.9058 3.0476 -2.4449 -0.02 -0.05 -0.01 0.0931
O 1.6226 -3.2064 1.7114 0.22 -0.23 0.13 0.1157
C 1.7227 -2.3443 2.7332 -0.11 0.28 0.20 -0.2337
C 2.3527 -2.7915 3.8941 -0.03 -0.10 -0.18 0.0282
C 2.4464 -1.9696 4.9973 -0.03 -0.09 -0.13 -0.0054
C 1.9413 -0.6654 4.9745 -0.11 0.28 -0.05 -0.0385
C 1.3752 -0.1814 3.8232 0.14 0.05 0.27 0.0045
C 1.2456 -1.0086 2.6897 -0.28 -0.07 -0.49 -0.0983
C 0.6694 -0.4191 1.5029 0.49 -0.41 0.75 -0.5944
O 0.4067 0.8045 1.3862 -0.38 0.40 -2.32 0.0079
O 0.3962 -1.1404 0.4393 -0.58 0.01 -0.83 -0.2175
H 1.0594 -2.8586 1.0170 -0.18 0.09 -0.16 0.0798
H 2.7469 -3.7986 3.9007 -0.03 -0.01 0.04 0.1383
H 2.9181 -2.3478 5.8943 0.00 0.01 0.01 0.1301
H 2.0032 -0.0374 5.8515 0.07 0.00 0.00 0.1228
H 1.0319 0.8426 3.7575 -0.05 -0.02 0.07 0.1305



No. 3
48
Properties=species:S:1:pos:R:3:forces:R:3:nbo_charge:R:1 method="wB97M-V/def2-TZVPD" de_lowest_kcal_mol=74.67 orbital_gap_ha=0.324 charge=0
C 8.4154 -5.7789 12.1072 1.57 -0.96 -0.97 -0.3210
C 7.5425 -6.8563 12.2456 -1.43 -1.26 0.27 -0.3226
C 8.1576 -8.0456 11.8673 0.20 0.45 0.33 -0.0801
N 9.4518 -7.7303 11.5187 -1.02 0.97 -0.20 -0.5187
C 9.5631 -6.3630 11.5867 0.96 0.91 0.03 -0.0751
H 8.2712 -4.7284 12.3125 -0.08 -0.17 -0.13 0.2329
H 6.5109 -6.7539 12.5482 -0.06 -0.25 0.11 0.2295
H 7.8234 -9.0690 11.7818 -0.21 0.21 0.26 0.2310
H 10.1480 -8.3885 11.1991 -0.19 0.34 -0.06 0.4211
H 10.4286 -5.8540 11.1888 0.20 -0.17 0.28 0.2102
C 3.7669 -6.8013 14.8424 -0.51 0.88 -1.63 -0.3310
C 4.6792 -5.7932 15.2173 0.17 0.49 -0.58 -0.3041
C 4.7640 -4.8946 14.1514 0.29 0.25 0.34 -0.0950
N 3.9093 -5.3004 13.1584 0.87 0.23 0.73 -0.4988
C 3.3421 -6.4445 13.5558 -1.56 -1.72 0.75 -0.0572
H 3.3653 -7.6050 15.4417 0.16 -0.01 -0.16 0.2272
H 5.1742 -5.7911 16.1772 0.22 0.43 -0.20 0.2205
H 5.3452 -4.0132 13.9238 0.14 -0.05 0.59 0.2115
H 3.7268 -4.7781 12.3134 0.05 -0.34 0.19 0.4226
H 2.5515 -6.8936 12.9731 0.16 -0.09 -0.06 0.2100
C 9.3954 -13.7443 16.4654 0.69 1.04 -0.13 -0.2959
C 8.1096 -13.1779 16.2170 0.19 -0.05 1.07 -0.3012
C 8.1740 -11.8437 16.5430 0.22 -0.52 -1.11 -0.0813
N 9.4927 -11.5452 16.7719 0.60 0.22 0.72 -0.5111
C 10.2765 -12.6884 16.7792 -2.13 -1.08 -0.30 -0.0867
H 9.6116 -14.8019 16.4316 0.24 0.16 -0.09 0.2236
H 7.1948 -13.7022 15.9831 0.13 -0.04 -0.03 0.2223
H 7.3567 -11.1407 16.4781 0.41 0.24 0.14 0.2058
H 9.8528 -10.6493 17.0683 -0.22 -0.18 -0.06 0.4072
H 11.3061 -12.7026 17.1049 -0.14 0.18 -0.19 0.2186
C 5.0762 -13.3309 13.2022 -0.51 0.04 -0.20 -0.7235
C 4.1318 -14.4521 13.3039 -0.63 -1.02 -0.25 0.2886
N 3.3769 -15.3286 13.3905 0.98 1.15 -0.07 -0.3447
H 6.1141 -13.6636 13.2136 -0.12 0.02 0.50 0.2564
H 4.7952 -12.6307 13.9888 0.58 0.01 0.09 0.2614
H 4.9670 -12.7814 12.2671 -0.29 -0.16 -0.06 0.2608
C 10.1857 -7.2847 14.7419 -0.10 -0.09 0.06 -0.7231
C 10.8802 -6.4117 15.6676 -0.63 -1.14 -0.81 0.2838
N 11.4610 -5.7320 16.3642 0.88 1.16 1.19 -0.3334
H 10.0397 -8.2858 15.1474 0.13 0.06 0.13 0.2404
H 10.7953 -7.3612 13.8416 -0.36 0.04 -0.08 0.2604
H 9.2039 -6.8536 14.5460 0.13 -0.08 -0.42 0.2628
C 6.6448 -8.4642 15.4202 0.47 -0.32 1.25 -0.7320
C 6.2939 -9.3802 14.3532 -0.17 0.33 -0.39 0.3209
N 6.0058 -10.1305 13.5327 0.05 0.03 0.11 -0.3645
H 7.3981 -8.9642 16.0290 0.26 -0.08 -0.04 0.2402
H 5.8184 -8.3411 16.1203 -0.20 0.17 -0.35 0.2606
H 7.0692 -7.4933 15.1647 -0.41 -0.19 -0.56 0.2704



No. 4
55
Properties=species:S:1:pos:R:3:forces:R:3:nbo_charge:R:1 method="wB97M-V/def2-TZVPD" de_lowest_kcal_mol=35.89 orbital_gap_ha=0.249 charge=+1
Rh 0.7843 -0.7951 -1.2060 -1.52 -1.60 -1.16 0.7445
S -1.1498 -1.7616 -0.3658 1.05 0.19 -0.30 0.0128
C -1.1261 -3.3488 -1.1186 -0.61 -0.07 0.72 -0.2545
C -1.8676 -4.3918 -0.5609 -0.07 -0.06 0.13 -0.2018
C -1.9159 -5.6336 -1.1765 -0.06 0.19 0.11 -0.2122
C -1.2037 -5.8419 -2.3500 0.08 0.04 -0.14 -0.2110
C -0.4598 -4.8053 -2.8936 0.12 -0.10 -0.12 -0.2586
C -0.4284 -3.5517 -2.2800 0.29 -0.33 -0.80 -0.1059
S 0.4584 -2.2371 -3.0544 0.23 0.79 0.76 -0.0641
H -2.4114 -4.2104 0.3624 0.06 -0.06 -0.09 0.2197
H -2.5074 -6.4322 -0.7450 0.06 0.05 0.01 0.2215
H -1.2314 -6.8094 -2.8388 0.04 0.10 0.01 0.2216
H 0.1066 -4.9537 -3.8086 -0.07 -0.02 0.06 0.2198
N 4.2111 -2.4628 0.3818 0.13 -0.14 -0.10 -0.4842
C 4.0201 -3.5720 -0.4201 0.04 0.09 0.09 -0.0659
C 2.8157 -3.3981 -1.0249 -0.25 -0.04 -0.11 -0.0515
N 2.2782 -2.2082 -0.6003 -0.41 0.94 0.12 -0.4143
C 3.1367 -1.6666 0.2385 0.24 -0.31 -0.04 0.3122
C 2.7980 -0.4274 0.8966 0.25 -0.09 0.26 0.3147
N 1.5452 -0.0662 0.9413 -0.79 0.70 -0.15 -0.4572
C 1.5177 1.1340 1.6141 -0.09 -0.17 -0.04 -0.0644
C 2.7781 1.4818 1.9820 0.05 -0.02 -0.02 -0.0675
N 3.5894 0.4679 1.5187 0.11 0.18 0.11 -0.4877
H 5.0024 -2.3048 0.9810 0.00 -0.02 0.03 0.4311
H 4.7443 -4.3673 -0.4867 -0.08 0.09 0.03 0.2421
H 2.2987 -4.0379 -1.7231 0.07 0.10 0.07 0.2553
H 0.5903 1.6496 1.8060 0.07 -0.04 -0.04 0.2126
H 3.1672 2.3402 2.5055 -0.01 -0.13 -0.04 0.2381
H 4.5931 0.4699 1.5500 0.07 -0.03 0.03 0.4300
N -0.4376 0.5170 -2.5074 0.61 0.19 0.99 -0.7427
C -0.3240 1.9701 -2.2774 -0.08 -0.22 -0.17 -0.1747
C -0.4541 2.8058 -3.5703 -0.17 -0.20 -0.16 -0.4247
C -1.6913 3.6971 -3.6245 0.01 0.12 -0.09 -0.4079
C -1.4384 4.9892 -2.8545 -0.31 -0.11 0.38 -0.2195
N -0.8772 4.7270 -1.5288 -1.39 0.76 -0.30 -0.5884
C -1.5448 4.5770 -0.4067 0.15 0.19 -0.29 0.6708
N -0.8595 4.2139 0.6882 -0.03 -0.09 0.08 -0.7933
N -2.8657 4.7747 -0.3232 -0.13 0.01 0.13 -0.7847
C 1.0009 2.2557 -1.5768 0.24 -0.62 0.17 0.8026
O 1.1859 3.4396 -1.1819 0.99 -0.79 0.10 -0.7510
O 1.7651 1.2787 -1.4232 0.75 0.61 -0.18 -0.7363
H 0.0669 0.2582 -3.3470 -0.16 -0.02 -0.22 0.4024
H -1.3961 0.2035 -2.6095 -0.04 -0.14 0.07 0.4153
H -1.1057 2.2404 -1.5682 -0.14 -0.07 -0.02 0.2069
H -0.4741 2.1148 -4.4131 0.01 -0.03 -0.04 0.2286
H 0.4318 3.4323 -3.7093 0.02 -0.09 0.01 0.2260
H -2.5701 3.1631 -3.2463 0.06 0.04 0.03 0.2015
H -1.9082 3.9709 -4.6594 -0.03 -0.04 0.02 0.2324
H -2.3400 5.5973 -2.7798 0.00 0.09 -0.02 0.1966
H -0.7026 5.5805 -3.3943 0.06 0.09 0.02 0.2254
H 0.0692 4.2911 -1.5106 0.68 -0.03 0.18 0.4482
H 0.1054 3.9309 0.5711 0.02 0.10 -0.06 0.4474
H -1.3097 4.0779 1.5742 -0.07 -0.02 -0.03 0.4090
H -3.3977 5.0298 -1.1334 -0.01 0.07 -0.01 0.4188
H -3.3377 4.7580 0.5619 -0.03 0.00 0.02 0.4163



No. 5
59
Properties=species:S:1:pos:R:3:forces:R:3:lowdin_charge:R:1 method="wB97M-V/def2-TZVPD" orbital_gap_ha=0.352 charge=0
C -5.6634 0.6349 1.7221 0.54 0.15 0.17 -0.0863
C -4.2416 0.0255 1.8855 -0.10 0.47 -0.94 -0.1157
B -3.1850 1.1544 1.6601 -0.28 0.11 0.39 -0.5568
O -3.3153 2.3594 2.3131 0.31 -0.79 0.46 0.1834
O -2.0187 1.0305 0.8504 -0.01 0.04 0.52 0.2055
C -2.2306 0.9566 -0.4521 0.71 -0.19 -0.22 -0.5344
O -3.3203 0.8542 -0.9398 -0.85 0.18 -0.22 0.1590
N -1.0343 1.0240 -1.2038 -0.09 0.30 -0.41 -0.0342
C -1.1310 1.9838 -2.3128 0.56 -0.22 -0.23 -0.1320
C -0.0386 3.0476 -2.1671 -0.33 0.09 0.02 -0.0352
C -0.5050 4.2682 -1.3542 0.55 -1.20 -0.26 -0.4718
F -1.5236 3.9082 -0.5469 -0.28 0.20 0.28 0.1317
F -0.9306 5.2270 -2.1955 -0.22 0.25 -0.10 0.1245
C 0.6588 4.7870 -0.4803 0.28 0.50 -0.45 -0.4546
F 1.7412 4.8626 -1.2772 0.08 0.11 -0.13 0.1143
F 0.9377 3.9196 0.4800 -0.16 -0.20 0.25 0.1562
S 0.4391 6.5192 0.2573 0.07 -0.35 0.83 0.7625
F 2.0044 6.6178 0.4904 0.13 0.05 -0.04 -0.1269
F 0.5957 7.1550 -1.1692 -0.03 0.11 -0.37 -0.1132
F -1.1277 6.4334 0.0913 -0.20 0.15 -0.10 -0.1202
F 0.2889 5.9229 1.7245 -0.07 0.03 0.01 -0.1355
F 0.2752 7.9635 0.8553 0.02 0.13 0.05 -0.1085
C -0.5303 -0.3101 -1.5854 0.28 -0.36 1.32 -0.0964
C 0.3745 -0.8775 -0.5101 0.30 -0.14 0.24 -0.2037
C -0.1606 -1.5766 0.5743 0.03 0.13 -0.23 -0.0398
C 0.6417 -2.0743 1.5943 0.15 0.37 -0.45 -0.0706
C 2.0172 -1.8758 1.5304 -0.26 0.16 -0.15 -0.0938
C 2.5630 -1.1860 0.4524 0.02 0.10 -0.07 -0.0872
C 1.7566 -0.6907 -0.5664 -0.51 -0.20 0.36 -0.0413
H -5.6013 1.6323 1.2961 -0.08 0.14 -0.08 0.0676
H -6.1291 0.7460 2.6949 -0.31 -0.10 0.00 0.0720
H -6.2675 0.0479 1.0413 -0.21 -0.20 0.14 0.0717
H -4.1000 -0.7420 1.1289 0.08 -0.29 0.14 0.0932
H -4.1048 -0.4031 2.8762 0.01 -0.13 0.08 0.1062
H -2.4701 2.5572 2.7374 0.02 0.65 -0.36 0.1193
H -0.9288 1.4663 -3.2477 -0.12 -0.10 -0.15 0.1205
H -2.1233 2.4098 -2.4076 -0.14 0.04 0.12 0.1303
H 0.8091 2.5664 -1.6929 0.14 0.03 0.16 0.1230
H 0.2903 3.3947 -3.1426 0.00 0.22 -0.05 0.1321
H -1.3570 -1.0157 -1.6868 -0.16 0.03 -0.52 0.1316
H 0.0513 -0.2433 -2.4965 -0.18 0.15 -0.28 0.1209
H -1.2346 -1.7126 0.6090 -0.07 -0.10 0.08 0.1101
H 0.1846 -2.5965 2.4193 0.04 -0.12 0.12 0.1024
H 2.6509 -2.2602 2.3138 0.11 -0.04 0.02 0.1022
H 3.6287 -1.0122 0.3914 0.08 -0.09 0.09 0.1014
H 2.1780 -0.1475 -1.4010 0.16 0.03 -0.05 0.1061
C 3.9047 -6.1098 -0.8400 0.09 0.01 0.07 -0.1703
C 3.0390 -6.9527 0.0918 -0.09 -0.02 -0.07 -0.1709
C 2.6306 -5.9283 1.1418 0.09 0.05 0.04 -0.2027
O 2.5715 -4.6659 0.4748 0.06 -0.16 -0.01 -0.1573
C 3.1719 -4.7751 -0.8168 -0.12 0.00 -0.05 -0.2042
H 4.0011 -6.5212 -1.8435 -0.02 0.00 0.00 0.1109
H 4.9067 -5.9975 -0.4196 0.00 0.01 -0.01 0.1134
H 2.1585 -7.3158 -0.4430 0.00 0.00 0.01 0.1133
H 3.5561 -7.8114 0.5173 0.02 0.01 0.01 0.1105
H 3.3752 -5.8633 1.9431 -0.01 -0.06 0.02 0.1174
H 1.6593 -6.1434 1.5892 -0.02 0.06 0.00 0.1169
H 2.3781 -4.7446 -1.5713 0.04 0.00 -0.05 0.1194
H 3.8333 -3.9227 -0.9779 -0.03 0.04 0.04 0.1140